# 1
156
Properties=species:S:1:pos:R:3:forces:R:3 method="wB97M-V/def2-TZVPD" smiles=CC1(C)CCCC(C)(C)N1O.CC1(C)CCCC(C)(C)N1O.CC1(C)CCCC(C)(C)N1O.CC1(C)CCCC(C)(C)N1O.CCO.CCO.CCO.CCO lumo_ev=0.452 de_lowest_kj_mol=1499.68 e_homo_ev=-7.53 max_force_ev_per_a=4.8
C -0.0259 0.7390 3.7461 -0.034 1.039 0.069
C -0.1142 0.6722 2.1804 -0.405 -0.433 2.310
C 1.0730 -0.2465 1.6512 -1.515 1.647 0.263
C -1.4627 -0.0932 1.9983 -0.743 1.510 -2.627
C -2.0559 0.2188 0.5828 2.095 1.492 0.135
C -2.1310 1.7310 0.2581 0.635 -3.097 1.070
C -0.7703 2.4107 0.3877 -1.742 1.811 -0.462
C 0.1557 2.1014 -0.8730 -1.293 0.299 4.662
C -1.1978 3.9438 0.4371 2.874 -0.233 -0.204
N -0.2326 2.0729 1.7194 -0.778 -1.158 -0.075
O 0.8153 2.8918 2.2191 -0.561 -1.293 -0.256
H 0.7224 1.4295 4.1353 0.919 -0.711 -0.159
H -0.8885 1.2330 4.1934 -0.701 0.157 -0.583
H -0.0669 -0.2250 4.2530 1.086 0.045 -0.519
H 1.3008 -1.0826 2.3124 -0.614 0.581 0.040
H 0.8260 -0.6404 0.6653 -0.288 -0.092 0.222
H 1.9978 0.3148 1.5175 -0.112 0.476 0.373
H -1.3044 -1.1536 2.1950 0.640 2.140 -1.333
H -2.3326 0.0845 2.6307 0.587 1.168 0.711
H -1.2965 -0.1928 -0.0821 -0.315 -0.192 -0.489
H -3.0442 -0.1660 0.3310 0.941 0.947 1.054
H -2.9280 2.0671 0.9214 0.529 0.526 0.016
H -2.4806 1.7987 -0.7722 0.253 -0.010 0.381
H 0.5512 1.1004 -0.7007 -0.601 -0.267 -0.291
H 1.0688 2.6265 -0.5925 -2.754 0.944 -0.218
H -0.2652 2.2522 -1.8671 0.170 0.457 0.442
H -1.9491 4.1902 -0.3131 2.076 -0.116 0.779
H -0.2872 4.5180 0.2658 -0.017 0.297 0.036
H -1.5241 4.1978 1.4457 -0.339 -0.138 -0.024
H 0.4847 3.2159 3.0601 -0.225 0.072 0.130
C 4.9654 3.1526 -1.1542 -1.427 0.727 0.548
C 3.8621 3.0696 -2.2702 0.718 0.229 0.405
C 2.5832 2.2408 -1.9428 3.644 -0.764 -0.088
C 3.3106 4.5093 -2.4593 -0.815 -0.416 -0.695
C 2.6836 4.7741 -3.8668 1.390 -0.434 1.676
C 3.5758 4.2293 -4.9775 0.312 1.963 -0.545
C 4.1958 2.8281 -4.8977 0.460 0.101 0.523
C 3.0943 1.8656 -5.2497 -0.087 -1.459 -0.846
C 5.4901 2.7125 -5.7987 -0.137 0.416 0.903
N 4.6756 2.6127 -3.4633 -1.826 3.989 -1.642
O 5.2603 1.3969 -3.3413 0.135 -1.918 0.689
H 5.2837 2.2070 -0.7154 0.648 -0.304 -0.763
H 5.6928 3.8956 -1.4813 0.609 -0.708 -0.214
H 4.5557 3.5676 -0.2333 0.178 0.176 -0.768
H 2.9323 1.2422 -1.6798 0.377 -0.429 -0.357
H 2.0571 2.4186 -1.0048 2.561 0.766 -2.425
H 1.9990 2.1025 -2.8525 0.361 1.512 1.495
H 2.4454 4.4873 -1.7967 0.367 0.484 -0.082
H 3.9348 5.3344 -2.1162 0.487 -0.233 -0.255
H 1.6624 4.4024 -3.7819 -0.065 -0.067 -0.721
H 2.7026 5.8584 -3.9769 -0.594 -0.012 -0.183
H 4.3185 5.0117 -5.1335 0.984 -0.210 0.771
H 3.0529 4.5409 -5.8818 -0.432 -1.445 -0.709
H 3.2524 0.9583 -4.6667 -0.483 -0.012 0.204
H 3.0752 1.4773 -6.2681 0.595 0.290 -0.390
H 2.0916 2.2901 -5.2009 0.016 -0.012 0.719
H 5.3557 2.5890 -6.8733 -0.524 0.342 0.057
H 6.1881 1.9231 -5.5198 -0.536 -0.346 0.330
H 6.0599 3.6126 -5.5678 0.019 0.223 -0.396
H 5.9544 1.5971 -2.7091 0.448 -0.376 0.029
C -2.6443 -5.9867 0.0467 -0.147 1.124 -0.941
C -3.5113 -4.6546 -0.2950 1.207 -0.390 1.805
C -4.9474 -5.0608 -0.0017 -0.870 -0.747 -0.308
C -3.0970 -3.5851 0.7627 -0.981 -0.268 0.426
C -3.4776 -2.1393 0.4631 -1.949 -1.877 0.001
C -2.8956 -1.8359 -0.8380 1.320 -0.316 -2.330
C -3.4138 -2.7548 -2.0004 -0.739 1.474 -1.455
C -4.8994 -2.3249 -2.2945 0.056 -0.217 -0.631
C -2.5625 -2.4821 -3.3833 -0.516 -0.098 2.302
N -3.2323 -4.1392 -1.6322 1.191 0.950 3.205
O -3.5173 -5.0813 -2.5447 -0.506 -1.096 -2.250
H -2.7533 -6.3435 1.0709 -0.328 0.395 0.114
H -2.9063 -6.8259 -0.5977 -0.249 0.130 -0.128
H -1.5793 -5.8120 -0.1062 0.088 0.249 -0.049
H -5.2105 -5.9778 -0.5289 -0.162 0.338 -0.903
H -5.1273 -5.4610 0.9961 0.565 0.589 0.530
H -5.6824 -4.2734 -0.1682 -0.006 -0.058 -0.201
H -3.6463 -3.9017 1.6494 0.279 -0.104 0.095
H -2.0346 -3.5853 1.0062 -0.329 -0.331 -0.622
H -4.5455 -2.0249 0.2771 -0.509 -0.303 0.546
H -3.2628 -1.4272 1.2599 -0.222 -0.909 -0.625
H -1.8174 -1.9607 -0.7379 0.280 -0.205 -0.376
H -3.0193 -0.7639 -0.9916 -0.365 -0.718 -1.649
H -5.3595 -2.9307 -3.0751 0.118 -0.514 0.128
H -4.9763 -1.3330 -2.7399 0.455 0.322 0.217
H -5.5821 -2.3228 -1.4448 0.230 -0.196 0.143
H -1.5237 -2.7246 -3.1594 0.021 -0.232 -0.064
H -2.5854 -1.4106 -3.5818 -0.273 0.024 -0.061
H -2.8931 -3.0503 -4.2528 -0.260 0.007 0.236
H -2.6379 -5.2723 -2.8791 -0.072 -0.550 -0.483
C -1.0782 -0.9190 6.6063 0.039 -0.298 -0.332
C -1.2893 -2.1212 5.6159 1.153 0.142 2.433
C -2.0254 -3.2587 6.3997 0.108 0.544 -0.568
C -2.0994 -1.5560 4.4637 -0.850 -0.421 0.615
C -2.1395 -2.4296 3.2420 0.973 -0.875 -0.368
C -0.6803 -2.9113 2.8305 -1.022 -1.000 1.997
C 0.2084 -3.5058 4.0404 0.463 0.674 -1.058
C -0.2653 -4.9211 4.4832 -0.734 0.131 -0.193
C 1.7446 -3.4770 3.5641 -2.089 -1.373 0.036
N 0.0877 -2.5468 5.1568 -1.778 1.442 -2.594
O 0.9401 -2.8857 6.1642 0.411 -0.798 1.766
H -2.0293 -0.5041 6.9400 -0.257 -0.164 -0.186
H -0.5317 -1.1559 7.5191 0.154 -0.281 -0.210
H -0.5612 -0.1197 6.0753 0.119 -0.035 0.262
H -2.8862 -2.8780 6.9495 -0.205 0.199 -0.305
H -2.3396 -4.0059 5.6709 -0.215 -0.091 0.487
H -1.3994 -3.6962 7.1773 0.311 -0.114 -0.306
H -3.1075 -1.3790 4.8387 -0.341 -0.421 0.217
H -1.8331 -0.5217 4.2460 0.408 -0.713 0.026
H -2.8800 -3.2270 3.1793 0.289 -0.093 0.988
H -2.4208 -1.7931 2.4031 -0.659 -1.273 1.182
H -0.2738 -2.0130 2.3659 1.088 -1.151 0.355
H -0.8546 -3.6698 2.0674 0.827 -0.101 0.264
H -0.0875 -5.1190 5.5402 0.298 0.292 -0.013
H 0.0435 -5.8248 3.9578 0.583 0.380 -0.477
H -1.3497 -4.9255 4.3730 -0.052 -0.109 -0.045
H 2.3109 -4.2279 4.1150 0.256 0.489 0.456
H 2.1554 -2.4674 3.5681 0.041 -0.182 0.297
H 1.7502 -3.8824 2.5523 0.056 0.357 -0.142
H 1.7872 -2.5149 5.9063 0.082 0.225 0.068
C 4.3017 -1.6247 -0.6847 0.060 0.215 -0.581
C 2.8859 -1.5517 -0.1460 -0.047 0.658 0.491
O 2.6247 -2.2419 1.0368 0.548 -2.680 0.611
H 4.3234 -1.1412 -1.6613 0.025 0.674 0.066
H 4.7160 -2.5923 -0.9681 -0.488 -0.488 0.626
H 5.0129 -1.1454 -0.0119 -0.007 0.105 -0.053
H 2.1258 -1.8863 -0.8520 0.153 -0.128 -0.282
H 2.5647 -0.5799 0.2289 1.058 0.650 -1.970
H 2.8603 -1.7478 1.8254 0.412 0.049 -0.403
C -4.0267 2.7447 -2.4398 -0.049 0.358 -1.344
C -3.4564 3.9530 -1.7193 -0.794 -1.419 0.445
O -3.4911 3.6017 -0.3395 -3.207 1.644 -0.450
H -4.1263 3.0048 -3.4936 -0.109 -0.032 -0.194
H -5.0168 2.4451 -2.0961 0.096 0.204 0.267
H -3.3782 1.8687 -2.4407 0.059 0.131 0.239
H -4.0544 4.8547 -1.8516 0.118 0.007 -0.501
H -2.4043 4.1045 -1.9603 0.043 0.307 -0.687
H -3.4394 4.4574 0.0925 -0.474 -0.141 0.668
C 3.2715 5.4522 1.0485 1.925 -0.310 -0.582
C 2.2608 4.3247 0.6967 1.144 3.555 0.860
O 3.0222 3.1626 0.6480 -0.647 -0.838 1.534
H 3.0797 6.5147 1.1985 -1.202 -0.186 -0.268
H 4.0718 5.4438 0.3086 -0.035 0.164 -0.399
H 3.8662 5.1984 1.9260 -0.408 -0.454 0.436
H 1.8686 4.5096 -0.3034 -0.645 0.227 0.516
H 1.5513 4.4243 1.5181 -0.047 -0.505 -1.017
H 2.4316 2.4143 0.7620 -0.009 -0.122 0.542
C 1.1115 0.3959 -3.0942 -1.794 0.440 -0.818
C 0.3183 -0.4717 -3.9754 0.074 -2.597 -2.193
O -0.6881 0.0226 -4.9144 -0.230 1.465 1.229
H 1.9428 -0.0586 -2.5552 -0.266 -0.682 -0.580
H 0.3924 0.7017 -2.3343 0.808 0.245 -0.719
H 1.5388 1.2006 -3.6924 -0.928 -0.934 0.002
H -0.1669 -1.2131 -3.3406 0.185 -0.402 -0.278
H 0.9522 -0.8894 -4.7575 0.743 -1.016 0.746
H -1.3505 -0.6698 -4.9736 -0.002 0.040 -0.003

---

# 2
174
Properties=species:S:1:pos:R:3:forces:R:3 method="wB97M-V/def2-TZVPD" charge=-2 lumo_ev="3.373 / 3.373" spin_multiplicity=2 e_homo_ev="0.83 / -2.89" s_squared=0.754 max_force_ev_per_a=4.8
O 20.1025 7.8972 -17.2726 -0.143 -0.616 1.437
C 20.5493 9.0133 -17.5517 -0.893 0.302 -4.680
O 21.1148 9.9120 -16.7164 1.541 1.076 0.476
B 21.8234 10.9021 -17.6047 -2.777 -1.191 -0.275
O 21.0696 10.8206 -18.8490 0.815 0.926 -1.283
C 20.4906 9.5838 -18.9790 -0.461 -1.876 3.522
O 19.8790 9.0998 -19.9740 0.740 1.028 0.519
O 23.2550 10.6539 -17.7337 2.138 0.133 -0.019
C 23.9642 11.7644 -17.5763 2.040 -0.160 -1.162
O 25.1891 11.9402 -17.7379 -3.164 -0.855 0.512
C 22.9552 12.8589 -17.2263 1.170 2.846 1.891
O 21.7680 12.3018 -17.1419 0.499 1.575 0.426
O 23.3236 14.0265 -16.9202 -1.748 -3.218 -1.067
C 24.7440 0.4868 -13.6953 0.876 -0.696 0.735
O 23.7146 0.3236 -14.6236 -0.459 1.165 0.677
C 22.6542 1.2730 -14.3044 -1.195 -0.933 -2.159
C 22.1297 1.8777 -15.6654 1.027 1.133 1.357
N 22.0168 3.3594 -15.5834 -1.975 -0.193 0.062
C 20.5968 3.7832 -15.3277 0.690 0.719 0.535
C 20.4741 5.3162 -15.1333 0.028 -1.827 -1.723
O 20.8702 5.6152 -13.8118 -0.415 0.427 0.499
C 21.1628 6.9991 -13.4978 0.663 -0.783 -0.835
H 24.3301 0.4883 -12.6869 0.128 0.071 0.266
H 25.4045 1.3464 -13.8095 -0.492 0.710 -0.322
H 25.4743 -0.3212 -13.7376 -0.368 -0.536 -0.253
H 22.9009 2.0136 -13.5435 0.532 0.132 -0.361
H 21.7781 0.7470 -13.9250 0.241 -0.513 0.512
H 21.1663 1.4560 -15.9519 -0.058 0.040 0.197
H 22.8310 1.5722 -16.4418 0.176 0.192 0.009
H 22.4721 3.7490 -14.7704 0.708 -0.321 -0.008
H 20.1712 3.5078 -14.3628 0.106 -1.243 0.283
H 19.9704 3.3892 -16.1280 -0.046 0.345 -0.063
H 19.4184 5.4678 -15.3582 -0.139 0.899 0.355
H 21.0649 5.6719 -15.9774 0.202 1.231 0.470
H 20.4747 7.7202 -13.9389 0.015 -0.183 -0.320
H 22.1799 7.1121 -13.8733 -0.029 0.818 -0.126
H 21.1967 7.1804 -12.4236 -0.246 -0.576 0.098
C 23.7689 17.6744 -14.5024 -0.008 0.920 1.284
O 24.0078 17.0226 -13.2840 0.154 -0.760 -0.097
C 24.1689 15.6221 -13.3730 -0.285 -1.053 1.549
C 22.8226 14.8750 -13.1588 1.615 1.110 -2.055
N 22.2723 15.3439 -11.9521 0.261 -0.297 1.645
C 20.9105 14.8946 -11.8025 -0.292 -1.108 0.168
C 20.6559 13.3265 -11.9807 -0.017 2.813 0.101
O 20.6244 13.0616 -13.3512 -1.217 -2.290 0.685
C 20.4429 11.5759 -13.4872 1.956 2.190 -0.529
H 22.9705 17.1848 -15.0601 0.147 0.257 -0.362
H 24.7003 17.8527 -15.0397 -0.043 -0.437 -0.493
H 23.4976 18.6304 -14.0546 -0.609 0.512 -1.064
H 24.7171 15.4353 -12.4496 0.565 -0.506 -0.206
H 24.6941 15.2720 -14.2616 0.028 0.206 -0.111
H 22.9437 13.7946 -13.2372 -0.079 0.202 -0.073
H 22.1881 15.3021 -13.9354 -0.348 -0.892 -0.993
H 22.2532 16.3319 -12.1610 -0.114 0.451 0.853
H 20.3369 15.4293 -12.5596 -0.771 -0.377 -0.214
H 20.5418 15.2142 -10.8278 -0.066 -0.110 0.119
H 19.6854 13.1709 -11.5095 -0.364 -0.292 -0.006
H 21.3608 12.6681 -11.4731 0.469 0.218 0.216
H 21.3633 11.1825 -13.0557 0.278 -0.397 -0.272
H 20.4866 11.5161 -14.5746 -0.573 -1.010 0.168
H 19.6663 11.0978 -12.8901 -0.733 0.547 -0.463
C 20.4237 16.1681 -16.8687 -1.301 -0.809 -0.786
O 18.9988 15.9176 -16.7265 0.338 -1.204 1.886
C 18.8304 14.7863 -15.7398 -0.737 0.557 -1.381
C 17.3675 14.5500 -15.4696 -0.618 1.383 0.642
N 16.7696 15.7286 -14.7966 0.342 -0.459 -0.388
C 15.3891 15.5186 -14.4633 -0.702 0.621 0.779
C 14.6044 16.8164 -14.0529 1.626 -0.015 0.344
O 15.4471 17.5484 -13.1039 -1.146 1.302 -0.053
C 14.8418 18.7856 -12.5899 -0.473 -1.360 0.161
H 20.9184 16.5320 -15.9682 -0.181 -0.168 0.270
H 20.5382 16.9150 -17.6544 -0.040 -0.035 -0.009
H 20.8122 15.2056 -17.2015 0.801 0.268 0.111
H 19.4211 15.0060 -14.8505 -0.082 -0.189 -0.041
H 19.0310 13.8052 -16.1702 1.436 0.193 -0.404
H 17.1826 13.6365 -14.9044 0.475 0.094 0.608
H 16.8508 14.3025 -16.3969 -0.061 0.287 -0.582
H 16.8476 16.4705 -15.4775 0.083 0.371 0.033
H 15.3302 14.8434 -13.6097 0.144 -0.022 0.261
H 14.8794 14.9676 -15.2537 -0.621 0.211 -0.398
H 13.6462 16.5398 -13.6131 -0.083 -0.062 0.235
H 14.3968 17.4746 -14.8966 0.084 0.017 -0.286
H 15.4967 19.3826 -11.9553 0.705 -0.490 -0.372
H 14.0184 18.5335 -11.9217 -0.261 -0.319 0.117
H 14.3874 19.4720 -13.3043 0.334 -0.241 -0.739
C 15.8881 4.0053 -17.7842 -0.130 1.207 0.905
O 16.3047 4.9330 -18.7326 0.592 0.780 -1.109
C 16.9519 6.1969 -18.3924 0.308 -0.745 -0.704
C 17.6451 6.8442 -19.5783 -0.023 0.728 0.592
N 16.7155 7.2805 -20.5844 -0.577 0.071 -2.491
C 17.3037 7.8583 -21.8206 0.144 -1.542 -0.071
C 17.9621 6.8200 -22.7661 -0.119 -0.627 1.241
O 17.3367 5.5383 -22.8074 -0.735 -0.290 0.107
C 17.9729 4.6970 -23.7829 -0.162 1.723 1.251
H 15.1167 4.4507 -17.1560 -0.462 0.021 0.239
H 16.6677 3.7273 -17.0749 0.429 -0.334 -0.085
H 15.4466 3.1319 -18.2641 0.301 0.055 -0.232
H 17.7669 6.0692 -17.6800 -0.258 -0.192 0.533
H 16.2681 6.9931 -18.0979 -0.644 -0.466 0.719
H 18.4726 6.2440 -19.9565 -0.244 -0.046 -0.291
H 18.0677 7.7657 -19.1778 0.853 -0.288 0.456
H 16.1114 8.0288 -20.2758 0.030 -0.168 0.725
H 18.1535 8.5170 -21.6417 -0.109 0.576 0.354
H 16.5102 8.3841 -22.3516 -0.059 0.042 0.064
H 18.9571 6.6422 -22.3580 0.446 0.117 -0.182
H 18.0554 7.2665 -23.7560 0.015 0.007 -0.336
H 19.0141 4.6217 -23.4693 0.438 -0.001 -0.560
H 17.8056 5.3160 -24.6644 0.601 -0.950 -0.956
H 17.5822 3.6796 -23.7984 -0.525 0.340 -0.048
C 25.2470 13.4378 -24.1125 -0.160 -0.380 0.429
O 23.9036 12.9881 -24.0912 0.299 -0.024 0.961
C 23.3619 12.9820 -22.7250 -0.731 1.434 -1.506
C 21.8306 12.9530 -22.8579 -0.435 -3.216 -0.532
N 21.3522 11.5790 -23.2546 1.215 -0.315 1.074
C 21.5321 10.5154 -22.2069 -0.849 -0.961 -1.067
C 21.0294 9.1285 -22.8026 0.437 0.058 1.666
O 21.8375 8.6832 -23.8621 0.368 0.171 -1.596
C 21.7126 7.3260 -24.3029 0.926 1.021 1.091
H 25.7296 13.3333 -25.0843 -0.671 0.183 -0.397
H 25.8960 12.8254 -23.4864 -0.038 -0.107 0.556
H 25.2923 14.4691 -23.7627 0.218 0.225 -0.037
H 23.4600 13.9680 -22.2708 0.838 0.411 -0.023
H 23.9023 12.2912 -22.0778 -0.445 -0.463 -0.166
H 21.5260 13.5661 -23.7061 0.265 0.475 0.290
H 21.3383 13.2459 -21.9306 0.187 0.400 0.226
H 20.3747 11.5475 -23.5067 -0.091 0.418 0.045
H 21.0199 10.7037 -21.2633 -0.670 0.032 -0.261
H 22.5436 10.3909 -21.8202 0.470 0.118 -0.830
H 19.9593 9.1207 -23.0095 -0.326 0.651 -0.809
H 21.0174 8.3661 -22.0236 0.517 0.139 0.607
H 22.2598 7.1683 -25.2323 -0.604 0.685 -0.597
H 20.6690 7.0127 -24.3331 0.101 -0.317 -0.050
H 22.3748 6.7370 -23.6684 -0.675 -0.597 0.777
C 28.8216 9.3155 -25.4612 0.985 0.328 1.584
O 29.1394 8.9384 -24.1076 0.634 0.293 -0.520
C 30.0592 9.8583 -23.4524 -1.534 -1.403 -1.657
C 29.4384 10.4800 -22.2588 0.224 -0.731 -0.225
N 29.0832 9.4702 -21.2555 -0.108 1.928 0.282
C 28.2773 10.0997 -20.1618 -2.053 -0.869 -1.180
C 26.7204 9.9492 -20.4067 1.839 -0.495 0.678
O 26.4525 8.5741 -20.4031 -1.552 -0.421 0.497
C 25.1992 8.2114 -19.7633 -0.058 0.067 -0.355
H 28.4593 8.4247 -25.9743 -0.468 0.421 0.055
H 29.7232 9.6761 -25.9564 0.283 -0.207 -0.316
H 28.1917 10.2008 -25.3742 -0.756 -0.303 -0.629
H 30.2964 10.6749 -24.1344 0.371 -0.021 -0.231
H 30.9437 9.2651 -23.2205 0.234 0.165 0.177
H 28.5815 11.0770 -22.5708 -0.041 -0.001 0.203
H 30.2954 11.1105 -22.0222 -0.214 0.919 1.134
H 29.9912 9.2198 -20.8910 -0.054 -0.446 0.484
H 28.2788 11.1886 -20.1128 1.302 0.254 0.415
H 28.4916 9.5414 -19.2504 0.041 0.548 0.187
H 26.4248 10.4734 -21.3155 -0.042 -0.209 -0.510
H 26.2293 10.4781 -19.5898 -0.091 -0.062 0.239
H 25.3467 7.4657 -18.9821 0.410 0.082 0.063
H 24.4844 7.7657 -20.4551 0.236 -0.018 -0.457
H 24.6611 9.0542 -19.3294 0.325 0.219 0.115
C 16.2354 11.9491 -12.1304 -0.036 0.184 -1.639
C 15.9714 10.7130 -13.0349 1.959 -1.131 0.874
C 16.6934 10.6196 -14.3486 -1.133 3.698 -1.830
O 16.5079 9.5082 -15.1520 -0.517 -0.283 0.903
C 17.7001 8.8470 -15.4142 -0.069 -1.840 -1.520
N 16.6394 9.6691 -12.2615 -0.909 -1.197 1.678
H 15.7459 11.7821 -11.1708 -0.331 0.393 -0.148
H 15.9564 12.8531 -12.6717 -0.652 0.214 0.440
H 17.2867 12.1340 -11.9098 0.206 -0.623 -0.178
H 14.9104 10.5070 -13.1758 -0.246 0.258 -0.025
H 17.7110 11.0089 -14.3162 0.389 -0.692 0.467
H 16.2242 11.3744 -14.9797 -0.219 0.892 -0.055
H 17.9871 8.2665 -14.5374 0.775 0.212 -0.041
H 18.4536 9.4034 -15.9718 0.378 0.608 0.910
H 17.4517 8.1492 -16.2139 -0.069 -0.532 0.214
H 16.4124 8.7276 -12.5483 0.207 -0.256 -1.135
H 16.0866 9.6459 -11.4165 0.353 0.125 1.043